Record 1
{"formula": "C20H16IrN2O9Te", "method": "wB97M-V/def2-TZVPD", "homo_lumo_gap_ev": [6.9, 5.8], "multiplicity": 6, "homo_ev": [-7.396, -8.924], "symbols": ["Ir", "C", "C", "N", "C", "C", "N", "C", "O", "O", "C", "O", "O", "H", "H", "H", "H", "H", "O", "C", "C", "O", "C", "C", "O", "C", "O", "O", "C", "C", "C", "C", "C", "C", "Te", "C", "C", "C", "H", "H", "H", "H", "H", "H", "H", "H", "H", "H", "H"], "xyz": [[-0.713, 0.217, -2.275], [2.138, -1.350, -0.401], [2.220, -0.069, -1.140], [1.238, 0.516, -1.795], [1.716, 1.700, -2.317], [3.035, 1.832, -1.960], [3.314, 0.709, -1.225], [4.112, 2.849, -2.174], [3.812, 3.921, -2.865], [5.198, 2.649, -1.685], [0.760, 2.521, -3.124], [1.105, 3.591, -3.616], [-0.409, 1.998, -3.225], [1.157, -1.795, -0.559], [2.281, -1.181, 0.668], [2.905, -2.044, -0.747], [4.225, 0.534, -0.828], [2.850, 3.940, -3.207], [-5.044, -4.124, -2.218], [-4.302, -3.238, -2.283], [-2.595, -3.385, -1.546], [-2.322, -4.399, -0.995], [-2.140, -2.129, -1.882], [-3.059, -1.266, -2.598], [-2.651, -0.095, -2.902], [-4.336, -1.813, -2.859], [-5.355, -1.396, -3.406], [-0.961, -1.623, -1.568], [0.782, -1.173, 4.961], [0.175, -0.509, 3.758], [-0.965, -1.021, 3.153], [-1.536, -0.416, 2.038], [-2.761, -0.997, 1.403], [-0.937, 0.742, 1.524], [-1.783, 1.660, -0.187], [0.212, 1.279, 2.112], [0.884, 2.519, 1.596], [0.748, 0.641, 3.222], [0.257, -2.094, 5.208], [0.742, -0.517, 5.832], [1.831, -1.415, 4.783], [-1.425, -1.917, 3.554], [-3.118, -1.865, 1.956], [-2.547, -1.319, 0.383], [-3.577, -0.269, 1.363], [0.606, 2.753, 0.565], [1.969, 2.412, 1.623], [0.622, 3.386, 2.208], [1.643, 1.051, 3.679]], "forces_ev_per_a": [[0.03, 0.20, -0.01], [0.01, -0.07, 0.04], [-0.01, -0.17, 0.21], [0.01, 0.39, -0.29], [0.41, 0.12, 0.01], [-0.52, 0.12, -0.24], [0.10, 0.07, -0.01], [-0.17, -0.35, 0.26], [-1.16, 0.30, -0.60], [-0.06, 0.00, -0.06], [0.48, 0.31, 0.04], [0.35, -0.14, 0.21], [-0.26, -0.18, 0.00], [0.02, 0.02, 0.01], [-0.03, -0.01, 0.00], [-0.01, 0.00, 0.01], [0.05, -0.01, 0.01], [0.85, -0.28, 0.43], [-0.34, -0.38, 0.02], [0.34, 0.32, 0.01], [-0.30, -0.18, -0.07], [0.08, -0.10, 0.08], [0.47, 0.46, -0.09], [0.31, 0.29, -0.01], [-0.11, -0.32, 0.05], [-0.38, -0.22, -0.06], [0.05, 0.07, -0.01], [-0.24, -0.24, 0.09], [0.03, -0.03, 0.03], [0.02, 0.10, -0.06], [-0.01, 0.05, -0.05], [0.13, 0.21, -0.03], [-0.14, -0.06, 0.06], [0.08, -0.12, 0.05], [-0.03, -0.10, 0.17], [-0.12, -0.05, -0.19], [0.04, 0.13, -0.03], [0.01, -0.18, 0.10], [0.01, 0.00, 0.00], [0.00, 0.00, -0.01], [-0.01, 0.00, 0.02], [0.00, 0.01, -0.01], [0.00, 0.01, -0.02], [-0.02, 0.01, -0.04], [0.01, -0.01, 0.01], [0.03, -0.01, -0.01], [0.01, 0.03, 0.02], [0.01, -0.01, -0.04], [-0.01, 0.00, 0.00]]}

Record 2
{"formula": "C26H18F2MnN2O8S", "method": "wB97M-V/def2-TZVPD", "homo_lumo_gap_ev": [6.6, 7.5], "multiplicity": 2, "homo_ev": [-9.225, -9.233], "symbols": ["Mn", "O", "C", "O", "C", "C", "C", "C", "C", "O", "C", "C", "O", "O", "H", "H", "H", "H", "H", "H", "H", "H", "F", "C", "C", "C", "C", "C", "F", "C", "C", "C", "C", "C", "C", "N", "H", "H", "H", "H", "H", "H", "O", "S", "O", "N", "C", "O", "C", "C", "C", "C", "C", "C", "H", "H", "H", "H"], "xyz": [[0.592, 0.847, 0.702], [4.079, 2.527, 0.782], [3.194, 1.965, 0.203], [2.404, 1.063, 0.819], [2.953, 2.112, -1.284], [2.638, 0.726, -1.868], [2.717, 0.729, -3.391], [1.436, 1.519, -3.772], [0.847, 1.817, -2.397], [1.217, 0.646, -1.627], [1.665, 2.910, -1.682], [0.846, 3.484, -0.552], [0.539, 4.644, -0.512], [0.406, 2.632, 0.383], [3.844, 2.561, -1.710], [3.140, -0.096, -1.371], [3.639, 1.188, -3.747], [2.674, -0.291, -3.770], [1.640, 2.436, -4.324], [0.746, 0.909, -4.351], [-0.230, 1.946, -2.378], [1.894, 3.744, -2.336], [2.980, -1.135, 4.939], [1.827, -0.740, 4.384], [1.869, -0.102, 3.158], [0.671, 0.290, 2.614], [-0.549, 0.076, 3.245], [-0.518, -0.574, 4.466], [-1.669, -0.813, 5.121], [0.652, -0.998, 5.058], [-1.719, 0.593, 2.547], [-3.025, 0.667, 3.007], [-3.971, 1.302, 2.219], [-3.597, 1.860, 1.008], [-2.283, 1.739, 0.613], [-1.383, 1.103, 1.355], [2.811, 0.072, 2.661], [0.641, -1.509, 6.011], [-3.289, 0.252, 3.965], [-4.996, 1.371, 2.561], [-4.305, 2.368, 0.370], [-1.934, 2.147, -0.325], [-1.822, -0.511, -3.261], [-2.161, -0.941, -1.935], [-3.484, -0.686, -1.441], [-1.040, -0.393, -0.868], [-0.366, -1.370, -0.328], [0.556, -1.131, 0.515], [-0.740, -2.736, -0.768], [-0.234, -3.954, -0.361], [-0.780, -5.101, -0.927], [-1.800, -5.015, -1.872], [-2.307, -3.784, -2.277], [-1.752, -2.657, -1.706], [0.559, -3.999, 0.376], [-0.411, -6.074, -0.630], [-2.211, -5.922, -2.298], [-3.100, -3.714, -3.011]], "forces_ev_per_a": [[0.31, -0.17, -0.68], [0.03, 0.07, 0.10], [-0.27, 0.05, 0.11], [-0.23, -0.35, 0.09], [-0.09, -0.08, -0.08], [-0.14, 0.13, -0.08], [-0.01, 0.04, -0.06], [0.06, -0.04, 0.01], [0.17, -0.14, 0.01], [0.05, 0.07, -0.01], [0.01, -0.12, -0.07], [0.04, -0.37, 0.53], [-0.03, 0.22, -0.05], [-0.52, 0.63, -0.16], [0.05, 0.06, -0.03], [-0.02, -0.08, 0.04], [-0.04, 0.01, 0.00], [0.01, 0.01, -0.01], [0.01, -0.02, -0.01], [0.01, -0.01, 0.01], [-0.05, -0.04, 0.06], [0.09, 0.02, -0.10], [0.02, -0.03, 0.04], [0.00, 0.01, 0.01], [0.16, 0.00, 0.13], [0.31, 0.13, -0.34], [-0.16, 0.04, 0.01], [-0.02, -0.04, 0.19], [-0.04, -0.01, 0.01], [-0.04, -0.07, 0.12], [0.03, 0.03, 0.09], [-0.18, 0.01, 0.00], [-0.03, -0.04, 0.09], [-0.06, 0.02, -0.03], [0.00, 0.06, -0.12], [0.59, 0.07, 0.01], [-0.04, -0.04, 0.06], [0.01, 0.04, -0.03], [0.02, -0.01, 0.01], [0.05, -0.01, -0.02], [0.02, -0.02, 0.02], [0.00, -0.01, 0.05], [-0.02, 0.06, -0.03], [0.03, -0.14, 0.07], [0.04, 0.07, -0.06], [-0.14, 0.11, 0.06], [0.22, -0.07, 0.05], [-0.22, -0.02, -0.02], [0.00, 0.07, -0.04], [0.04, -0.10, 0.02], [-0.02, 0.01, -0.02], [0.01, -0.01, 0.01], [0.00, 0.04, -0.03], [-0.05, -0.10, 0.00], [-0.04, -0.01, -0.03], [-0.01, 0.03, -0.01], [0.03, 0.03, 0.02], [0.03, 0.00, 0.05]]}

Record 3
{"formula": "C4H3N3O", "method": "wB97M-V/def2-TZVPD", "homo_lumo_gap_ev": 9.7, "multiplicity": 1, "homo_ev": -8.890, "symbols": ["C", "C", "C", "N", "C", "O", "N", "N", "H", "H", "H"], "xyz": [[1.897, -0.284, 0.066], [1.186, 0.982, -0.129], [-0.178, 0.543, -0.143], [-1.579, 0.937, 0.019], [-2.127, -0.220, 0.039], [-1.220, -1.347, -0.116], [-0.073, -0.731, -0.220], [1.111, -1.274, 0.011], [2.931, -0.502, 0.306], [1.368, 2.139, -0.117], [-3.317, -0.244, 0.284]], "forces_ev_per_a": [[1.54, 4.55, -0.22], [-1.13, 1.88, 0.99], [1.29, 4.26, -0.39], [2.40, -1.72, -0.60], [-1.83, 0.10, 0.71], [-4.67, -0.26, 0.70], [1.05, -2.03, 0.34], [-2.37, -3.38, -0.35], [-0.02, 0.46, -0.36], [0.42, -2.78, 0.12], [3.32, -1.08, -0.94]]}

Record 4
{"formula": "C3H5NO", "method": "wB97M-V/def2-TZVPD", "homo_lumo_gap_ev": [8.8, 7.7], "multiplicity": 1, "homo_ev": [-8.539, -8.045], "symbols": ["C", "C", "C", "N", "O", "H", "H", "H", "H", "H"], "xyz": [[2.274, 0.146, -0.031], [1.061, -0.301, -0.059], [-2.543, 0.195, -0.075], [-0.202, 0.424, 0.066], [-1.323, -0.348, 0.007], [3.141, -0.552, -0.111], [2.488, 1.181, 0.057], [-2.627, 1.237, 0.059], [-3.279, -0.661, 0.161], [1.011, -1.320, -0.074]], "forces_ev_per_a": [[2.51, 0.83, -0.10], [-4.50, 0.38, 0.52], [0.41, -3.22, 0.87], [0.98, 0.72, -0.26], [1.49, -0.38, -0.33], [-0.99, 0.64, 0.12], [0.30, 0.85, 0.02], [-0.30, 0.98, 0.06], [0.96, 2.06, -0.60], [-0.84, -2.87, -0.30]]}

Record 5
{"formula": "C14H23BCl", "method": "wB97M-V/def2-TZVPD", "homo_lumo_gap_ev": 6.3, "total_charge": -1, "multiplicity": 1, "homo_ev": -3.564, "symbols": ["C", "C", "C", "C", "B", "C", "C", "C", "C", "C", "C", "C", "C", "C", "C", "H", "H", "H", "H", "H", "H", "H", "H", "H", "H", "H", "H", "H", "H", "H", "H", "H", "H", "H", "H", "H", "H", "H", "Cl"], "xyz": [[2.608, -3.213, -0.148], [3.204, -2.055, -0.978], [2.872, -0.629, -0.419], [1.529, -0.599, 0.344], [0.965, 0.851, 0.660], [1.853, 2.148, 0.424], [1.288, 3.060, -0.702], [-0.523, 1.119, 1.191], [-1.334, -0.160, 1.605], [-2.601, -0.236, 0.752], [-2.561, -0.906, -0.461], [-3.712, -0.933, -1.243], [-4.843, -0.283, -0.792], [-4.881, 0.379, 0.420], [-3.742, 0.407, 1.214], [3.064, -4.187, -0.377], [1.531, -3.332, -0.336], [2.705, -3.037, 0.933], [4.293, -2.191, -0.981], [2.795, -2.136, -1.994], [3.655, -0.374, 0.314], [2.913, 0.102, -1.236], [1.530, -1.173, 1.285], [0.775, -1.088, -0.310], [2.923, 1.931, 0.314], [1.753, 2.722, 1.372], [1.650, 2.737, -1.744], [1.580, 4.105, -0.526], [0.181, 3.076, -0.700], [-0.507, 1.845, 2.018], [-1.046, 1.607, 0.354], [-1.654, -0.010, 2.649], [-0.759, -1.092, 1.587], [-1.621, -1.378, -0.739], [-3.662, -1.453, -2.197], [-5.732, -0.286, -1.424], [-5.770, 0.898, 0.777], [-3.707, 0.922, 2.173], [2.990, 2.840, -3.076]], "forces_ev_per_a": [[-0.24, -0.05, 0.09], [-0.36, 0.06, 0.49], [0.20, -1.07, 0.77], [-0.50, 0.63, -0.87], [0.41, 0.78, -0.20], [-0.60, -0.01, 0.76], [-0.49, -0.25, -0.43], [0.43, -1.13, -0.04], [-0.74, 1.03, 0.18], [1.31, -0.36, 1.17], [-0.38, 0.16, 0.20], [0.95, -0.24, -0.08], [-1.03, -0.04, -0.75], [0.20, 0.38, 0.67], [-0.17, -0.18, -0.48], [0.05, 0.32, -0.02], [0.24, 0.10, 0.04], [0.16, -0.09, -0.24], [-0.21, 0.14, -0.40], [0.38, 0.01, 0.08], [-0.09, 0.12, -0.34], [-0.09, -0.03, 0.27], [0.14, -0.05, -0.27], [0.02, 0.05, 0.38], [-0.22, 0.18, -0.34], [0.13, -0.18, -0.19], [-0.69, 0.58, 1.87], [0.18, -0.30, -0.27], [0.29, -0.13, 0.18], [0.01, -0.09, -0.27], [0.13, 0.01, 0.22], [0.09, -0.25, -0.22], [-0.04, 0.23, -0.27], [-0.29, -0.01, -0.20], [-0.33, 0.16, 0.12], [0.15, -0.02, 0.16], [0.03, -0.19, -0.29], [-0.12, -0.09, -0.20], [1.09, -0.18, -1.30]]}

no.,DFT total energy (eV)
1,-52536.91857
2,-94203.54254
3,-10709.97496
4,-6724.05608
5,-28091.52485